58
Properties=species:S:1:pos:R:3:forces:R:3:lowdin_charge:R:1 method="wB97M-V/def2-TZVPD" relative_energy_kcal_mol=0.0 e_tot_ev=-43180.094 homo_ha=-0.27292 orbital_gap_ev=7.95 lumo_ha=0.019
Be -0.598268 -0.017530 -0.324432 1.1665 -0.6970 0.6792 0.7732
B -3.092078 0.555115 -1.593782 -0.2812 0.5744 -0.8912 -1.2926
F -2.191885 1.577640 -1.953881 0.2637 0.5653 0.0817 0.0722
F -2.851737 0.327311 -0.208984 0.8708 -0.5129 0.1806 0.0980
F -4.387081 0.972268 -1.825106 0.1383 -0.4023 0.2075 0.1524
F -2.692828 -0.556178 -2.337856 -0.3214 -0.4032 0.1929 0.1151
C 2.760571 -2.589228 1.663216 0.6177 0.6549 -0.5190 -0.1016
C 2.648293 -1.194088 1.028941 -1.0281 0.4748 -0.0993 -0.4843
O 1.369862 -0.883302 0.597938 -1.9220 0.3863 -1.0008 -0.3665
H 1.982333 -2.711919 2.414243 0.1236 -0.1230 0.1123 0.0578
H 3.773620 -2.616464 2.078280 -0.1557 -0.3156 0.4288 0.0623
H 2.720414 -3.385907 0.918314 -0.3238 0.0265 -0.0334 0.0564
H 3.377480 -1.121761 0.201100 0.2635 -0.0402 0.0361 0.0797
H 2.940217 -0.449008 1.789185 0.4208 -0.0790 0.0980 0.0866
N -1.340620 0.361023 2.090212 0.2757 -0.4336 -0.7855 0.0597
C -0.975184 -0.544476 3.013087 -0.5233 -0.6116 -0.6462 -0.1284
C -1.153136 -0.400985 4.371467 -0.4540 0.2706 -0.3165 -0.0520
C -1.688505 0.809558 4.811189 0.9541 0.5511 0.2239 -0.0700
C -2.115146 1.725181 3.874525 0.2954 0.2403 -0.8209 -0.0586
C -1.959714 1.448123 2.511934 -0.0402 0.1734 0.8122 -0.1333
H -0.623353 -1.481000 2.597875 0.4651 0.1298 0.0358 0.0962
H -0.921585 -1.236368 5.015545 0.2438 0.2092 0.1986 0.1058
H -1.539655 1.154602 5.827752 -0.6257 -0.4079 0.2437 0.1081
H -2.434976 2.737142 4.084478 -0.2325 -0.1742 0.5098 0.1045
H -2.336358 2.193148 1.822509 0.2414 -0.2780 -0.4379 0.1066
N -0.089192 2.395083 -0.036220 0.1771 -1.2808 -0.4094 0.0629
C 1.134141 2.516239 0.491988 0.4837 0.1650 -0.1963 -0.1214
C 1.663999 3.738156 0.860850 -0.2257 0.6406 -0.1372 -0.0525
C 0.908892 4.890387 0.646585 0.3652 -0.7304 1.0540 -0.0706
C -0.349564 4.751923 0.114402 -0.2728 0.4324 -0.4742 -0.0591
C -0.805246 3.495936 -0.267387 0.0326 -0.0048 0.4301 -0.1180
H 1.761456 1.632255 0.549934 -0.4454 -0.3245 0.2431 0.0948
H 2.634681 3.844351 1.324355 0.0908 -0.3320 -0.0985 0.1052
H 1.288617 5.818340 1.053757 -0.1204 0.2249 -0.3744 0.1079
H -0.961158 5.633431 -0.027651 -0.1478 -0.1295 -0.1192 0.1065
H -1.769830 3.366983 -0.737405 -0.0047 -0.1190 0.0327 0.1104
N 0.495787 0.159749 -2.463238 -0.3698 -0.8420 0.3164 0.0695
C 1.793034 -0.140960 -2.500910 0.9609 1.6940 0.4112 -0.1257
C 2.620844 0.350923 -3.515171 -0.2487 -1.0145 0.2517 -0.0561
C 2.050717 0.966828 -4.597605 0.0143 0.2370 -0.9739 -0.0762
C 0.666533 1.094452 -4.691822 0.9440 0.0801 0.8575 -0.0353
C -0.043748 0.674083 -3.587311 -1.1325 -0.4103 0.1337 -0.1064
H 2.279725 -0.558126 -1.625241 -0.5832 -0.2680 0.2037 0.0867
H 3.682618 0.154774 -3.464137 0.0155 0.0769 -0.0065 0.1064
H 2.679894 1.284804 -5.421433 -0.0006 0.1701 0.0691 0.1082
H 0.209267 1.602343 -5.526413 -0.2230 -0.2703 -0.0533 0.1094
H -1.124022 0.639276 -3.607675 0.0483 0.4827 0.1428 0.1007
N -0.988834 -2.297745 -0.517352 -0.6690 0.3658 -0.7478 0.0741
C -1.795335 -3.064956 0.220538 0.4355 0.5025 1.4338 -0.1176
C -1.671626 -4.437314 0.317499 0.3968 -0.5610 -0.2207 -0.0569
C -0.705919 -5.074501 -0.443834 -0.3219 0.2578 0.0204 -0.0644
C 0.029065 -4.311112 -1.334065 -0.1468 -0.5036 0.0551 -0.0480
C -0.209363 -2.952868 -1.393191 0.7871 0.9576 0.5071 -0.1095
H -2.426420 -2.578804 0.955873 -0.1616 0.3260 -0.3233 0.1148
H -2.209700 -5.025796 1.047258 -0.3680 0.2849 -0.0454 0.1064
H -0.557499 -6.141339 -0.344589 0.1468 0.0143 -0.0103 0.1090
H 0.807725 -4.810250 -1.893626 -0.0557 0.3540 -0.3919 0.1088
H 0.329789 -2.289436 -2.054487 0.1666 -0.2540 -0.0709 0.0889